1.
# C5H14

2 unconnected molecules or ions with the total composition C5H14 (ωB97M-V/def2-TZVPD, the OMol25 dataset).

Total charge: 0
Frontier orbital gap (Eh): 0.4231
E_LUMO (eV): 1.13

Geometry (Å):
C  0.51540  -0.84750  -1.21301
C  1.29438  0.22238  -0.57197
C  2.81136  0.14826  -0.92713
H  1.02508  -1.76080  -1.35375
H  -0.51184  -1.06131  -0.71422
H  0.29031  -0.73428  -2.27257
H  1.05110  1.40499  -0.80478
H  1.03285  0.00073  0.51093
H  3.09635  -0.91840  -1.18836
H  3.12121  0.90087  -1.74185
H  3.11532  0.67638  0.05220
C  -1.96533  0.83075  1.76694
C  -2.35081  -0.32323  0.79325
H  -1.32144  0.44411  2.63040
H  -1.34081  1.56153  1.18331
H  -2.83902  1.13011  2.29990
H  -2.52876  0.31533  -0.16257
H  -3.09189  -0.93948  1.19948
H  -1.40348  -1.05043  0.51379

=====

2.
# C5H14

2 unconnected molecules or ions with the total composition C5H14 (ωB97M-V/def2-TZVPD, the OMol25 dataset).

Total charge: 0
Frontier orbital gap (Eh): 0.4489
E_LUMO (eV): 1.17

Geometry (Å):
C  0.71280  -0.05474  -2.20078
C  0.10976  1.29854  -1.78904
C  0.60009  1.76812  -0.44946
H  0.62513  -0.72505  -1.35095
H  1.79524  0.03678  -2.35334
H  0.39047  -0.46760  -3.14946
H  0.26930  2.06369  -2.54863
H  -0.98021  1.17488  -1.73186
H  0.46055  2.81266  -0.17527
H  0.36311  1.17002  0.42751
H  1.70201  1.66919  -0.48754
C  -0.84534  -0.88985  1.39459
C  -0.66673  -1.83374  2.53349
H  -1.61617  -0.13456  1.57517
H  0.00317  -0.22820  1.25822
H  -0.98161  -1.36720  0.42526
H  -0.09964  -2.73929  2.31430
H  -1.62186  -2.21525  2.90416
H  -0.22007  -1.33838  3.40364

=====

3.
# C5H14

2 unconnected molecules or ions with the total composition C5H14 (ωB97M-V/def2-TZVPD, the OMol25 dataset).

Total charge: 0
Frontier orbital gap (Eh): 0.4611
E_LUMO (eV): 1.15

Geometry (Å):
C  1.04443  -0.25888  1.74826
C  1.19112  0.55245  0.44108
C  2.67675  0.82454  0.07569
H  1.94095  -0.84827  1.90916
H  0.16967  -0.89324  1.78279
H  1.00915  0.44877  2.58079
H  0.79755  -0.04430  -0.36842
H  0.62313  1.47663  0.51741
H  2.82181  0.57607  -0.96976
H  2.95066  1.87161  0.20150
H  3.33925  0.21744  0.66926
C  -2.17402  -1.21539  -0.89052
C  -2.44563  0.21657  -1.35235
H  -1.20282  -1.63694  -1.14150
H  -2.12174  -1.11304  0.20001
H  -2.99944  -1.90432  -1.04949
H  -2.57374  0.39092  -2.41721
H  -1.62747  0.82745  -0.97927
H  -3.41962  0.51193  -0.95744

=====

4.
# C5H14

2 unconnected molecules or ions with the total composition C5H14 (ωB97M-V/def2-TZVPD, the OMol25 dataset).

Total charge: 0
Frontier orbital gap (Eh): 0.4328
E_LUMO (eV): 1.07

Geometry (Å):
C  -1.84708  -0.32505  1.30261
C  -0.54132  0.50868  1.18837
C  0.37190  0.30016  2.43434
H  -1.97065  -1.10690  0.35730
H  -2.75333  0.34229  1.38731
H  -1.91214  -0.96323  2.18273
H  0.06192  0.00795  0.33768
H  -0.73588  1.57438  0.95312
H  1.27519  0.80981  2.42511
H  -0.36088  0.66157  3.29668
H  0.57088  -0.74436  2.76346
C  1.41426  0.40679  -1.94075
C  0.57999  -0.75230  -2.68580
H  0.70310  1.24011  -1.76507
H  1.83131  0.00188  -0.97017
H  2.08138  0.81689  -2.71696
H  0.41843  -0.49037  -3.77963
H  1.08219  -1.75815  -2.55502
H  -0.26925  -0.53015  -2.21528

=====

Compare the structures above. Which one is the least stable? 1 is.